# 1
DFT (ωB97M-V with the def2-TZVPD basis set) results for a molecular structure, C21H28ClCrN9O3S.

```
64
Properties=species:S:1:pos:R:3:forces:R:3
Cr 0.440 -1.220 -0.585 0.476 0.046 0.037
C -3.605 -2.702 -0.290 0.165 -0.010 0.025
C -2.286 -2.012 -0.123 0.034 -0.186 0.019
N -1.210 -2.335 -0.842 0.231 0.101 0.284
N -1.131 -3.497 -1.558 -0.291 -0.425 -0.598
C 0.027 -4.050 -1.433 0.104 0.306 0.360
N 0.364 -5.130 -2.214 -0.059 -0.095 -0.024
S 1.238 -3.491 -0.271 0.124 0.211 0.141
C -2.015 -1.083 0.903 0.035 -0.121 -0.058
C -2.949 -0.593 1.847 -0.041 0.065 0.043
C -2.512 0.109 2.939 -0.005 -0.082 -0.095
C -1.133 0.340 3.112 0.095 -0.042 -0.109
C -0.275 -0.098 2.126 0.033 0.243 0.351
N -0.671 -0.760 1.042 -0.298 0.171 0.077
H -3.564 -3.340 -1.169 -0.077 0.025 -0.014
H -4.418 -1.981 -0.392 -0.019 -0.014 -0.027
H -3.826 -3.330 0.577 -0.029 0.000 -0.003
H -0.422 -5.650 -2.576 0.017 0.012 -0.008
H 1.118 -5.687 -1.849 -0.029 -0.058 0.010
H -4.002 -0.800 1.706 -0.006 -0.032 0.015
H -3.217 0.469 3.677 -0.044 -0.009 -0.023
H -0.742 0.850 3.980 0.026 0.023 -0.019
H 0.788 0.083 2.212 -0.069 -0.030 -0.092
C -2.939 1.151 -3.116 -0.023 0.032 0.067
N -1.736 0.783 -3.840 0.147 0.133 -0.077
C -1.959 0.291 -5.196 0.024 -0.159 0.044
C -0.718 0.235 -3.084 -0.224 0.068 -0.083
N -0.775 0.012 -1.838 0.372 0.316 0.348
N 0.434 -0.030 -3.821 0.099 0.097 -0.112
C 1.575 -0.642 -3.360 0.046 -0.246 0.031
N 2.663 -0.462 -4.168 -0.068 0.068 -0.011
N 1.595 -1.342 -2.287 -0.083 0.327 -0.227
H -3.632 1.618 -3.811 0.014 0.031 0.007
H -2.697 1.879 -2.341 -0.020 -0.016 0.020
H -3.440 0.290 -2.657 0.015 -0.021 -0.017
H -2.733 0.896 -5.662 0.009 0.022 0.019
H -2.276 -0.758 -5.203 -0.017 0.024 -0.024
H -1.067 0.379 -5.811 -0.012 0.008 -0.027
H -1.651 0.271 -1.404 -0.062 -0.200 -0.032
H 0.568 0.572 -4.614 -0.060 0.078 0.010
H 2.536 -0.195 -5.128 -0.003 -0.034 -0.013
H 3.484 -1.006 -3.972 -0.008 -0.034 0.012
H 2.493 -1.770 -2.102 -0.027 -0.105 0.050
C 0.942 4.193 3.548 0.070 -0.048 -0.020
C 1.613 2.907 3.936 -0.027 0.087 -0.114
C 1.566 2.424 5.232 0.057 -0.066 -0.030
C 2.185 1.225 5.558 -0.032 0.016 -0.113
Cl 2.160 0.673 7.205 -0.036 -0.061 0.102
C 2.807 0.469 4.586 -0.017 0.042 0.102
C 2.858 0.941 3.281 0.119 -0.011 -0.136
C 2.303 2.173 2.958 0.068 -0.069 0.334
O 2.385 2.773 1.744 -0.040 0.072 0.038
C 3.024 2.106 0.666 -0.066 -0.228 -0.211
C 1.992 1.244 -0.091 0.211 0.446 -0.100
O 2.047 -0.019 0.141 -0.758 -0.571 -0.217
O 1.213 1.835 -0.832 0.031 -0.262 0.010
H 0.296 4.551 4.347 0.005 0.007 0.012
H 0.352 4.045 2.643 -0.035 0.057 0.013
H 1.684 4.962 3.323 -0.026 0.024 -0.020
H 1.049 2.988 5.998 -0.003 0.009 0.006
H 3.255 -0.481 4.839 -0.012 -0.015 -0.002
H 3.314 0.320 2.523 -0.003 0.031 -0.008
H 3.877 1.512 0.996 -0.003 0.077 0.061
H 3.357 2.897 -0.002 0.006 -0.023 0.013
```
Forces are in eV/Å.

The spin multiplicity is 5. The molecular weight is 574.03 g/mol. The energy relative to the best compared isomer or geometry (same formula, charge and spin) comes out at 9.6 kcal/mol. The max |F| is 0.97 eV/Å. For the HOMO energy (spin up / spin down), the calculation gives -5.07 / -7.33 eV.

---

# 2
DFT (ωB97M-V with the def2-TZVPD basis set) results for a molecular structure, C21H28ClEuF3N2O5S in a non-equilibrium geometry.

```
62
Properties=species:S:1:pos:R:3:forces:R:3
Eu 0.000 0.000 0.000 0.971 -0.465 -2.175
Cl -1.606 0.249 1.744 -6.227 0.523 0.220
N 0.080 2.041 -0.076 0.440 7.626 -1.322
N -0.039 -2.039 0.190 -0.224 -7.621 -0.255
C -0.821 2.821 -0.542 0.936 0.325 0.611
C -0.793 -2.866 -0.431 0.834 -0.285 0.789
C 1.102 2.863 0.634 -0.505 0.408 0.358
C 0.342 4.187 0.785 -0.171 0.057 -0.129
C 2.320 3.009 -0.264 -0.050 0.004 -0.222
C 1.462 2.237 1.965 0.979 1.346 -0.315
H 2.027 3.048 -1.312 -0.023 0.130 -0.148
H 2.985 2.161 -0.138 0.168 -0.128 0.034
H 2.854 3.928 -0.021 0.153 -0.067 0.063
H 0.646 2.328 2.677 -0.065 0.216 -0.193
H 2.355 2.710 2.373 0.077 0.411 0.020
H 1.677 1.178 1.832 0.192 0.374 -0.031
C 0.811 -2.799 1.153 -0.431 -0.350 0.146
C 0.614 -4.233 0.640 -0.136 -0.024 -0.122
C 0.241 -2.624 2.553 -0.039 -0.700 0.147
C 2.257 -2.359 1.089 0.321 0.006 0.064
H 2.628 -2.362 0.069 0.142 -0.235 -0.344
H 2.871 -3.018 1.704 0.076 -0.162 -0.021
H 2.364 -1.346 1.470 -0.135 -0.114 0.139
H -0.806 -2.917 2.592 -0.176 -0.161 -0.037
H 0.297 -1.586 2.864 -0.085 -1.325 -0.284
H 0.804 -3.236 3.257 0.083 -0.197 0.071
O -0.588 -4.174 -0.177 -0.116 -0.251 -0.049
H 0.449 -4.959 1.430 -0.041 -0.018 0.055
H 1.431 -4.561 -0.001 0.081 -0.063 -0.134
O -0.705 4.126 -0.227 -0.251 0.108 0.076
H 0.949 5.064 0.586 0.016 0.127 -0.058
H -0.146 4.280 1.755 0.002 -0.095 0.011
C -1.986 2.421 -1.377 -0.173 0.198 -0.066
C -1.909 -2.539 -1.364 -0.184 -0.180 -0.036
C -1.657 -1.277 -2.134 0.056 -0.007 0.016
H -2.810 -2.433 -0.755 -0.062 0.037 0.084
H -2.068 -3.396 -2.013 0.008 -0.095 -0.068
C -2.021 -0.061 -1.547 -1.003 0.115 -0.724
C -1.706 1.164 -2.145 0.002 -0.078 -0.314
H -2.644 -0.068 -0.664 0.012 0.025 0.297
C -1.027 1.175 -3.361 -0.160 0.034 0.531
C -0.704 -0.046 -3.944 0.332 -0.265 -0.304
C -0.577 2.454 -3.995 -0.016 0.157 -0.092
C -0.975 -1.274 -3.349 0.078 0.310 0.215
H -0.155 -0.039 -4.877 0.006 -0.005 -0.132
C -0.459 -2.535 -3.964 0.012 -0.179 -0.108
H -0.041 -2.347 -4.949 0.032 0.058 -0.104
H -1.233 -3.296 -4.073 -0.038 -0.024 0.024
H 0.335 -2.962 -3.350 0.024 -0.093 0.074
H -1.381 3.187 -4.069 -0.031 0.019 0.012
H -0.196 2.280 -4.998 0.036 -0.051 -0.105
H 0.226 2.912 -3.417 0.061 0.084 0.087
H -2.246 3.259 -2.021 0.005 0.086 -0.070
H -2.828 2.272 -0.697 -0.022 -0.045 0.127
F 1.912 0.325 6.002 0.810 1.137 -1.322
C 1.902 0.926 4.756 0.519 0.507 2.024
F 1.886 2.298 4.920 0.764 -1.625 0.052
F 3.047 0.552 4.080 -1.031 0.655 1.053
S 0.435 0.371 3.814 -7.613 -0.951 3.108
O -0.191 -0.743 4.691 3.120 0.783 -1.693
O -0.717 1.387 4.007 3.785 0.258 -0.490
O 0.653 -0.204 1.884 3.873 -0.261 0.958
```
Forces are in eV/Å.

The spin multiplicity is 7. The molecular weight is 664.94 g/mol. The energy relative to the best compared isomer or geometry (same formula, charge and spin) comes out at 158.0 kcal/mol. The total charge is -1. The max |F| is 8.28 eV/Å. For the HOMO energy (spin up / spin down), the calculation gives -2.23 / -1.56 eV.

---

# 3
DFT (ωB97M-V with the def2-TZVPD basis set) results for a molecular structure, C21H28ClF3InN2O5S in a non-equilibrium geometry.

```
62
Properties=species:S:1:pos:R:3:forces:R:3
In -0.083 0.225 0.051 -0.258 0.174 1.044
Cl -2.022 0.825 -1.205 -1.264 0.367 -1.117
N -0.814 -1.794 0.431 0.331 -3.207 -1.168
N 0.606 2.305 0.184 2.326 2.394 -1.280
C -0.175 -2.857 -0.010 -1.195 2.890 0.947
C 1.448 2.840 -0.677 -2.000 -1.606 1.907
C -1.973 -2.228 1.245 0.348 0.516 -0.245
C -1.642 -3.697 1.482 0.663 -0.418 -0.098
C -3.261 -2.047 0.454 -0.173 -0.083 -0.318
C -2.086 -1.412 2.519 0.005 -0.223 0.502
H -3.124 -2.364 -0.587 -0.105 0.061 0.153
H -3.562 -0.993 0.462 0.069 -0.261 -0.149
H -4.043 -2.661 0.920 0.011 0.164 -0.084
H -1.233 -1.583 3.185 -0.240 0.154 -0.130
H -3.013 -1.717 3.026 0.156 0.123 0.066
H -2.140 -0.338 2.290 0.068 -0.349 0.006
C 0.064 3.374 1.060 0.001 -0.862 -0.050
C 0.558 4.634 0.369 0.407 0.242 -0.702
C 0.638 3.208 2.461 0.297 0.024 0.133
C -1.450 3.307 1.133 -0.264 0.329 -0.089
H -1.882 3.335 0.128 -0.036 -0.105 0.214
H -1.796 4.179 1.704 -0.091 -0.100 -0.028
H -1.776 2.393 1.646 0.099 0.189 -0.237
H 1.737 3.194 2.424 -0.232 0.002 0.089
H 0.294 2.270 2.920 0.119 0.291 -0.188
H 0.309 4.059 3.076 0.095 -0.181 -0.012
O 1.507 4.157 -0.663 0.103 1.387 0.268
H 1.095 5.321 1.035 -0.056 -0.184 -0.251
H -0.245 5.168 -0.157 0.232 -0.100 0.068
O -0.576 -4.000 0.499 -0.715 -1.341 0.549
H -2.481 -4.379 1.301 0.284 0.111 -0.049
H -1.218 -3.872 2.481 -0.049 -0.004 -0.294
C 0.961 -2.807 -0.991 -0.262 0.132 0.051
C 2.303 2.046 -1.618 -0.207 0.112 0.067
C 1.575 0.832 -2.147 -0.273 0.507 -2.122
H 3.186 1.728 -1.043 -0.054 0.074 -0.146
H 2.622 2.719 -2.416 0.065 -0.102 0.055
C 1.683 -0.409 -1.454 0.076 0.295 2.219
C 0.925 -1.551 -1.843 -0.623 -0.980 -1.842
H 2.481 -0.528 -0.700 -0.325 0.017 -0.501
C 0.140 -1.470 -2.999 0.883 -0.801 1.482
C 0.110 -0.269 -3.710 -0.761 0.172 -1.516
C -0.668 -2.650 -3.473 -0.187 0.152 -0.146
C 0.770 0.888 -3.292 1.148 0.487 1.248
H -0.464 -0.234 -4.650 0.192 0.033 0.516
C 0.607 2.177 -4.052 -0.218 -0.054 -0.170
H 0.070 1.983 -4.988 0.082 0.098 0.137
H 1.577 2.617 -4.303 -0.094 0.024 0.003
H 0.028 2.921 -3.486 0.105 -0.169 -0.060
H -0.066 -3.563 -3.516 -0.089 0.039 0.006
H -1.046 -2.445 -4.481 0.027 -0.099 0.143
H -1.540 -2.844 -2.832 0.173 0.051 -0.056
H 0.898 -3.716 -1.599 0.124 0.092 0.112
H 1.880 -2.843 -0.393 -0.003 -0.052 -0.140
F 2.987 -2.713 3.860 -0.328 0.253 -0.092
C 1.841 -2.300 3.319 -0.912 -0.655 -0.651
F 1.661 -3.005 2.151 0.247 0.393 1.143
F 0.819 -2.675 4.149 0.883 0.265 -0.520
S 1.771 -0.446 2.932 -0.615 0.985 -2.238
O 0.562 0.039 3.570 0.682 -0.582 0.256
O 3.029 0.080 3.391 -0.060 -0.308 0.263
O 1.634 -0.417 1.426 1.389 -0.776 3.043
```
Forces are in eV/Å.

The molecular weight is 627.80 g/mol. The energy relative to the best compared isomer or geometry (same formula, charge and spin) comes out at 0.0 kcal/mol. The total charge is -1. The max |F| is 3.57 eV/Å. For the HOMO energy (spin up / spin down), the calculation gives -1.09 / -0.90 eV.

---

# 4
DFT (ωB97M-V with the def2-TZVPD basis set) results for a single C21H28ClN5O2S molecule in a non-equilibrium geometry.

```
58
Properties=species:S:1:pos:R:3:forces:R:3
C -3.206 -1.247 1.959 0.264 0.091 -0.092
C -1.811 -1.856 2.047 -0.201 -0.235 0.079
C -1.599 -2.522 3.404 0.098 0.195 -0.216
C -1.587 -2.898 0.934 0.110 0.261 0.421
C -1.579 -2.317 -0.429 -1.009 -0.241 -0.393
N -0.528 -1.841 -1.002 0.637 -0.491 1.040
N -0.719 -1.414 -2.240 0.024 0.611 -1.322
C -1.928 -1.556 -2.660 -0.802 -0.494 1.009
N -2.341 -1.284 -3.946 0.281 -0.389 -0.735
C -3.238 -0.331 -4.370 -0.168 0.258 0.200
O -3.593 -0.306 -5.523 -0.103 0.045 -0.267
C -3.640 0.683 -3.329 -0.072 0.096 -0.023
C -2.418 1.508 -2.891 -0.190 -0.181 0.156
C -2.107 1.304 -1.409 -0.035 0.248 -0.273
O -2.840 0.642 -0.691 -0.189 0.003 0.132
N -1.021 1.936 -0.927 0.111 0.153 0.291
C 0.029 2.565 -1.691 0.332 -0.115 -0.352
C 1.268 1.666 -1.668 -0.079 0.243 -0.107
N 1.706 1.505 -0.294 0.099 0.040 -0.043
C 2.947 0.751 -0.204 -0.026 0.057 -0.087
C 3.507 0.807 1.191 0.073 -0.098 0.028
C 3.631 2.034 1.833 0.039 -0.105 -0.004
C 4.145 2.115 3.113 0.036 -0.019 0.056
C 4.545 0.955 3.758 -0.081 -0.084 -0.197
Cl 5.195 1.047 5.359 0.072 0.013 0.194
C 4.429 -0.277 3.137 0.066 0.063 0.155
C 3.906 -0.343 1.857 -0.031 0.147 -0.090
C 0.654 0.872 0.489 -0.239 0.081 0.121
C -0.611 1.725 0.448 0.020 -0.312 0.347
S -2.993 -2.276 -1.454 1.122 0.064 -0.287
H -3.333 -0.696 1.032 -0.083 0.070 -0.034
H -3.965 -2.025 2.012 -0.126 -0.136 0.064
H -3.366 -0.558 2.785 -0.075 0.078 0.093
H -1.065 -1.063 1.924 0.015 -0.013 -0.041
H -2.317 -3.326 3.548 -0.096 -0.118 0.045
H -1.732 -1.797 4.203 -0.021 0.033 0.128
H -0.596 -2.936 3.482 0.106 -0.083 0.062
H -0.617 -3.374 1.091 -0.061 -0.072 -0.071
H -2.370 -3.656 0.996 0.045 -0.086 0.075
H -1.943 -1.855 -4.682 -0.105 0.110 0.065
H -4.055 0.186 -2.447 0.012 0.080 -0.074
H -4.410 1.319 -3.762 0.059 -0.121 -0.032
H -2.604 2.571 -3.052 0.091 -0.009 -0.054
H -1.545 1.221 -3.480 0.026 0.135 0.010
H 0.274 3.516 -1.205 -0.004 -0.021 -0.111
H -0.281 2.765 -2.713 -0.029 0.008 0.043
H 1.018 0.696 -2.134 0.020 0.077 -0.029
H 2.071 2.136 -2.241 0.001 -0.024 -0.013
H 3.664 1.212 -0.891 -0.051 -0.090 -0.036
H 2.805 -0.299 -0.513 0.057 0.051 0.000
H 3.311 2.926 1.320 -0.053 0.118 -0.045
H 4.240 3.068 3.610 0.022 0.074 0.065
H 4.741 -1.173 3.650 0.033 -0.061 0.075
H 3.810 -1.304 1.373 -0.032 -0.104 -0.064
H 0.427 -0.135 0.100 0.073 0.165 0.132
H 1.000 0.782 1.521 -0.069 -0.024 0.010
H -0.416 2.701 0.903 -0.009 -0.035 0.015
H -1.426 1.231 0.977 0.094 0.089 -0.014
```
Forces are in eV/Å.

The molecular weight is 450.01 g/mol. The max |F| is 1.46 eV/Å. For the HOMO energy, the calculation gives -8.80 eV.